Record 1
This record from the Open Molecules 2025 dataset describes a molecular structure, C37H51MnN4OP2 in a non-equilibrium geometry. The level of theory is ωB97M-V with the def2-TZVPD basis set.

Summary:
Frontier orbital gap (spin up / spin down) = 4.446 / 5.012 eV
⟨S²⟩ = 8.812
E_HOMO (spin up / spin down) = -8.8 / -9.3 eV
Charge = +1
Spin multiplicity = 6

```
96
Properties=species:S:1:pos:R:3:lowdin_spin:R:1
C -1.716 -1.577 -1.791 0.01
C 0.530 -2.168 -1.576 0.03
C -1.918 -2.545 -2.768 0.01
C 0.327 -3.287 -2.425 0.01
C -0.904 -3.476 -3.018 0.01
H -2.872 -2.553 -3.294 0.00
H 1.185 -3.904 -2.686 0.00
H -1.088 -4.299 -3.707 0.00
N -0.599 -1.571 -1.023 0.04
P -2.708 0.068 0.175 0.06
P 2.558 -0.587 -0.238 0.05
C -2.681 -0.411 -1.604 0.01
H -2.336 0.457 -2.194 0.00
H -3.678 -0.673 -1.982 0.00
C 0.253 1.175 1.834 0.04
O 0.968 2.132 1.565 0.04
C 1.799 -1.515 -1.539 0.06
H 2.552 -2.057 -2.139 0.00
C 4.029 0.235 -1.248 0.01
C 3.155 -1.421 1.460 0.00
C -3.472 1.797 0.102 0.01
C -3.804 -1.347 0.877 0.01
C 3.842 1.739 -1.014 0.00
H 3.979 2.012 0.039 0.00
H 4.575 2.295 -1.615 0.00
H 2.842 2.063 -1.323 0.00
C 5.414 -0.226 -0.780 0.00
H 5.636 0.050 0.256 0.00
H 5.546 -1.306 -0.913 0.00
H 6.172 0.265 -1.411 0.00
C 3.947 -0.042 -2.756 0.00
H 4.588 0.680 -3.284 0.00
H 4.294 -1.050 -3.011 0.00
H 2.934 0.089 -3.139 0.00
C 3.864 -0.318 2.263 0.00
H 3.195 0.542 2.410 0.00
H 4.137 -0.702 3.258 0.00
H 4.779 0.052 1.790 0.00
C 1.960 -1.904 2.290 0.01
H 1.342 -1.064 2.636 0.01
H 1.329 -2.618 1.743 0.00
H 2.347 -2.406 3.192 0.00
C 4.037 -2.622 1.123 0.00
H 5.001 -2.340 0.687 0.00
H 4.244 -3.180 2.050 0.00
H 3.517 -3.300 0.431 0.00
C -4.547 -0.855 2.124 0.00
H -5.107 -1.704 2.546 0.00
H -3.868 -0.494 2.908 0.00
H -5.277 -0.068 1.896 0.00
C -2.872 -2.513 1.253 0.01
H -2.301 -2.873 0.389 0.00
H -2.162 -2.245 2.048 0.00
H -3.485 -3.351 1.618 0.00
C -4.831 -1.876 -0.142 0.00
H -5.470 -2.610 0.373 0.00
H -5.487 -1.090 -0.537 0.00
H -4.355 -2.405 -0.978 0.00
C -2.611 2.706 -0.799 0.00
H -2.687 2.432 -1.860 0.00
H -2.981 3.739 -0.700 0.00
H -1.551 2.687 -0.511 0.00
C -3.474 2.388 1.518 0.00
H -2.454 2.503 1.906 0.00
H -3.932 3.388 1.479 0.00
H -4.051 1.789 2.233 0.00
C -4.898 1.741 -0.464 0.00
H -4.916 1.361 -1.495 0.00
H -5.587 1.144 0.149 0.00
H -5.290 2.769 -0.489 0.00
Mn -0.311 -0.092 0.399 4.34
N 0.437 0.897 -0.959 -0.04
C 0.952 0.676 -2.058 0.10
C 0.886 1.525 -3.232 0.00
C 0.705 2.887 -2.952 0.01
C 0.981 1.088 -4.566 0.01
C 0.644 3.825 -3.977 0.00
H 0.622 3.206 -1.911 0.00
C 0.952 2.034 -5.597 0.00
H 1.089 0.025 -4.775 0.00
C 0.765 3.394 -5.306 0.01
H 0.507 4.880 -3.729 0.00
H 1.074 1.725 -6.638 0.00
H 0.715 4.130 -6.108 0.00
N 2.880 0.657 7.101 0.00
C 1.985 0.600 6.349 0.00
C 0.870 0.510 5.427 0.00
C -0.299 -0.164 5.800 0.02
C -1.337 -0.275 4.878 0.00
C -1.177 0.215 3.599 0.03
N -0.023 0.868 3.246 0.01
C 0.963 1.107 4.190 0.02
H -0.381 -0.576 6.802 0.00
H -2.272 -0.761 5.149 0.00
H -1.929 0.136 2.810 0.01
H 1.790 1.742 3.886 0.00
```

Record 2
This record from the Open Molecules 2025 dataset describes a molecular structure, C37H51N12O2SSiSn in a non-equilibrium geometry. The level of theory is ωB97M-V with the def2-TZVPD basis set.

Summary:
Frontier orbital gap = 5.659 eV
E_HOMO = -7.7 eV
Charge = +1

```
105
Properties=species:S:1:pos:R:3:mulliken_charge:R:1
Sn 0.346 -0.521 0.579 -0.10
C -1.994 -1.476 3.411 -0.90
C -0.805 -1.236 4.332 -0.89
N 0.458 -1.202 3.601 0.25
C 1.472 -0.340 4.187 -0.51
C 1.211 1.159 3.973 -1.11
S 0.248 1.645 2.505 0.27
C -1.442 1.764 3.210 -1.17
C -2.530 0.833 2.664 -0.71
N -2.089 -0.506 2.330 0.43
H -1.887 -2.461 2.947 0.24
H -2.906 -1.501 4.027 0.45
H -0.926 -0.288 4.859 0.29
H -0.810 -2.008 5.113 0.44
H 0.840 -2.138 3.525 0.24
H 1.584 -0.495 5.271 0.51
H 2.427 -0.604 3.733 -0.05
H 0.681 1.602 4.817 0.78
H 2.166 1.676 3.891 0.34
H -1.316 1.637 4.283 0.67
H -1.766 2.794 3.057 0.74
H -3.349 0.839 3.401 0.44
H -2.925 1.276 1.751 0.04
H -2.675 -0.888 1.600 0.16
C -0.967 -1.675 -4.890 -0.67
O -0.097 -2.549 -4.152 -0.59
C 0.234 -2.136 -2.933 0.09
O -0.163 -1.094 -2.430 -0.46
N 1.058 -3.024 -2.332 -0.34
N 1.599 -2.731 -1.081 -0.10
H -1.145 -2.179 -5.835 0.27
H -0.483 -0.714 -5.053 0.28
H -1.901 -1.532 -4.351 0.25
H 1.409 -3.795 -2.884 0.24
H 2.596 -2.545 -1.146 0.31
H 1.426 -3.507 -0.452 0.30
N -8.829 1.868 -5.292 -0.47
C -7.900 1.917 -4.619 -0.04
C -6.737 1.976 -3.780 0.53
C -5.885 3.077 -3.847 -0.88
C -4.758 3.127 -3.049 -0.59
C -4.490 2.082 -2.173 0.52
C -5.343 0.988 -2.091 -0.13
C -6.462 0.930 -2.902 -0.91
N -3.331 2.127 -1.359 0.39
C -2.785 3.234 -0.748 -0.93
C -1.663 2.795 -0.115 -1.21
N -1.500 1.447 -0.331 1.26
C -2.514 1.081 -1.071 -1.25
H -6.103 3.883 -4.533 0.45
H -4.076 3.963 -3.122 0.51
H -5.148 0.198 -1.379 0.57
H -7.134 0.086 -2.845 0.45
H -3.252 4.199 -0.795 0.60
H -0.955 3.361 0.467 0.62
H -2.670 0.098 -1.478 0.33
C 2.794 -0.033 -2.674 -2.12
Si 1.378 0.757 -1.680 2.76
C 0.394 1.795 -2.922 -1.27
C 5.919 2.055 -0.049 -1.00
H 3.301 0.733 -3.265 0.57
H 2.422 -0.771 -3.386 0.49
H 3.535 -0.529 -2.041 0.31
H 0.993 2.001 -3.811 0.51
H 0.103 2.749 -2.489 0.32
H -0.513 1.273 -3.223 0.10
H 6.226 2.035 -1.094 0.43
H 6.529 2.773 0.493 0.35
H 6.054 1.076 0.405 0.28
N -0.168 -4.823 1.285 -0.36
C -1.044 -4.652 0.237 0.57
C -1.503 -5.738 -0.522 -1.08
C -2.416 -5.493 -1.522 -0.45
C -2.853 -4.189 -1.752 -0.83
C -2.330 -3.193 -0.955 0.05
N -1.445 -3.404 0.018 0.37
H 0.359 -5.676 1.357 0.27
H 0.250 -3.985 1.658 0.10
H -1.154 -6.740 -0.314 0.42
H -2.794 -6.311 -2.119 0.43
H -3.573 -3.963 -2.525 0.50
H -2.617 -2.157 -1.106 0.13
C 4.346 -1.919 2.438 -1.08
C 3.172 -1.916 1.683 -0.46
N 2.664 -0.758 1.242 1.46
C 3.273 0.388 1.535 -0.12
C 4.419 0.524 2.394 0.45
C 4.958 -0.745 2.782 -1.39
C 4.930 1.733 2.855 -1.43
C 4.441 3.017 2.412 -0.73
C 4.059 3.282 1.134 0.54
C 2.968 4.152 0.732 -1.01
C 2.187 3.771 -0.279 -0.67
N 2.467 2.633 -1.069 -0.30
C 3.682 2.167 -0.946 -0.56
N 4.528 2.489 0.030 0.47
H 4.771 -2.863 2.753 0.48
H 2.638 -2.826 1.434 0.09
H 2.768 1.264 1.161 0.63
H 5.857 -0.766 3.386 0.44
H 5.702 1.684 3.613 0.35
H 4.202 3.788 3.142 0.40
H 2.714 5.007 1.343 0.43
H 1.307 4.324 -0.570 0.59
H 4.052 1.461 -1.677 0.33
```

Record 3
This record from the Open Molecules 2025 dataset describes a molecular structure, C37H52BBiN5OPS3. The level of theory is ωB97M-V with the def2-TZVPD basis set.

Summary:
Frontier orbital gap = 8.463 eV
E_HOMO = -13.9 eV
Charge = +2

```
101
Properties=species:S:1:pos:R:3:mulliken_charge:R:1
Bi -0.502 -2.117 -0.116 2.13
C -4.489 -2.700 0.372 -0.94
C -3.590 -3.885 0.329 0.46
N -2.273 -3.882 0.258 0.08
C -1.780 -5.175 0.265 -0.04
C -2.732 -6.142 0.315 -0.69
S -4.276 -5.438 0.377 -0.11
C -0.338 -5.404 0.295 0.13
C 0.276 -6.608 0.436 -0.71
S 1.959 -6.396 0.555 -0.11
C 1.779 -4.719 0.390 0.34
N 0.528 -4.330 0.251 0.27
C 2.959 -3.823 0.402 -0.83
H -3.963 -1.827 0.738 -0.08
H -5.328 -2.896 1.038 0.51
H -4.895 -2.489 -0.618 0.34
H -2.598 -7.207 0.339 0.44
H -0.170 -7.581 0.515 0.45
H 3.781 -4.277 0.949 0.57
H 2.714 -2.865 0.859 -0.08
H 3.293 -3.653 -0.620 0.34
O 1.306 -0.767 -0.232 -0.58
P 2.017 0.598 -0.473 0.89
C 3.356 0.394 -1.693 0.74
C 4.015 -0.989 -1.674 -1.06
C 5.155 -1.133 -0.674 -0.24
C 6.207 -0.055 -0.905 -1.36
C 5.604 1.338 -0.790 -0.59
C 4.401 1.533 -1.715 -1.65
C 2.747 1.162 1.121 1.09
C 3.002 2.670 1.314 -1.69
C 1.783 3.464 1.775 -0.32
C 1.139 2.835 3.000 -1.50
C 0.799 1.375 2.738 1.23
C 2.046 0.586 2.358 -1.48
C 0.771 1.742 -1.164 1.16
C 1.228 3.142 -1.630 -1.27
C 1.748 3.204 -3.066 -0.65
C 0.752 2.615 -4.055 -1.06
C 0.434 1.174 -3.682 -0.83
C -0.105 1.096 -2.257 -0.51
H 2.805 0.444 -2.639 -0.12
H 4.409 -1.170 -2.677 0.56
H 3.239 -1.736 -1.507 0.01
H 5.603 -2.123 -0.784 0.54
H 4.781 -1.080 0.355 0.16
H 6.629 -0.185 -1.905 0.39
H 7.032 -0.165 -0.202 0.47
H 6.351 2.089 -1.051 0.55
H 5.336 1.539 0.249 0.10
H 4.769 1.587 -2.743 0.57
H 3.939 2.501 -1.520 0.40
H 3.729 0.681 1.056 0.39
H 3.443 3.117 0.424 0.38
H 3.771 2.747 2.089 0.69
H 1.043 3.532 0.975 0.04
H 2.089 4.488 1.990 0.49
H 0.251 3.396 3.292 0.49
H 1.831 2.888 3.845 0.35
H 0.071 1.318 1.918 -1.17
H 0.333 0.928 3.616 0.53
H 1.819 -0.465 2.204 0.06
H 2.759 0.630 3.185 0.55
H 0.128 1.880 -0.283 -0.20
H 1.954 3.573 -0.942 0.34
H 0.345 3.786 -1.566 0.58
H 2.697 2.674 -3.162 0.03
H 1.957 4.247 -3.310 0.52
H 1.143 2.670 -5.070 0.49
H -0.170 3.204 -4.041 0.36
H 1.329 0.557 -3.798 0.37
H -0.310 0.757 -4.363 0.48
H -0.334 0.056 -2.004 -0.66
H -1.056 1.635 -2.237 0.62
B -0.137 -1.930 4.699 0.49
C -0.228 -2.010 3.161 0.02
N -0.291 -2.065 1.990 -0.76
H 0.916 -1.383 4.908 -0.07
H -1.088 -1.269 5.038 -0.07
H -0.172 -3.063 5.095 -0.09
S -4.955 3.223 0.674 -0.07
C -3.898 1.807 0.539 0.13
C -3.191 1.353 1.648 -0.74
C -2.355 0.262 1.515 -0.81
N -2.195 -0.381 0.353 1.30
C -2.876 0.054 -0.716 -0.85
C -3.728 1.132 -0.670 -1.05
C -6.440 2.485 0.011 0.15
C -6.796 2.679 -1.314 -0.01
C -7.954 2.063 -1.773 -0.46
N -8.733 1.306 -1.014 -0.53
C -8.393 1.156 0.259 -0.46
C -7.261 1.724 0.826 -0.20
H -3.301 1.832 2.608 0.65
H -1.824 -0.131 2.369 0.47
H -2.740 -0.494 -1.639 0.57
H -4.259 1.443 -1.557 0.57
H -6.208 3.306 -1.967 0.49
H -8.266 2.191 -2.802 0.38
H -9.061 0.556 0.863 0.39
H -7.036 1.583 1.874 0.45
```

Record 4
This record from the Open Molecules 2025 dataset describes a molecular structure, C37H52N6O6P2Tl. The level of theory is ωB97M-V with the def2-TZVPD basis set.

Summary:
Frontier orbital gap = 8.881 eV
E_HOMO = -10.7 eV
Charge = +1

```
104
Properties=species:S:1:pos:R:3:mulliken_charge:R:1
Tl -0.781 1.565 0.652 1.19
C -3.422 3.580 -0.806 -0.83
N -3.379 2.118 -0.721 1.04
C -4.462 1.552 0.074 -1.12
C -4.445 1.817 1.566 0.69
C -5.547 1.425 2.323 -1.09
C -5.514 1.589 3.695 -0.54
C -4.383 2.145 4.279 -0.71
C -3.340 2.512 3.450 -0.67
N -3.362 2.349 2.123 0.14
C -3.396 1.504 -2.043 -1.40
C -2.787 0.121 -2.052 0.50
C -3.332 -0.905 -2.816 -0.89
C -2.685 -2.130 -2.858 -0.95
C -1.515 -2.299 -2.132 -1.05
C -1.052 -1.230 -1.384 -0.25
N -1.673 -0.051 -1.342 0.80
C -2.229 4.140 -1.551 0.30
C -2.376 5.201 -2.434 -0.89
C -1.258 5.692 -3.090 -0.50
C -0.027 5.096 -2.861 -0.71
C 0.028 4.033 -1.975 -0.28
N -1.041 3.573 -1.327 0.24
H -4.343 3.930 -1.296 0.32
H -3.411 3.970 0.210 0.46
H -5.442 1.864 -0.321 0.48
H -4.413 0.466 -0.053 0.30
H -6.411 0.985 1.837 0.45
H -6.353 1.281 4.306 0.47
H -4.318 2.286 5.349 0.66
H -2.433 2.949 3.858 0.43
H -4.413 1.462 -2.458 0.25
H -2.799 2.117 -2.721 0.55
H -4.244 -0.740 -3.374 0.49
H -3.094 -2.944 -3.444 0.46
H -0.982 -3.242 -2.137 0.42
H -0.160 -1.305 -0.765 0.53
H -3.354 5.632 -2.612 0.44
H -1.348 6.520 -3.782 0.42
H 0.868 5.446 -3.359 0.44
H 0.959 3.513 -1.767 0.30
C 1.436 -4.809 -0.429 -1.10
C 1.370 -4.448 1.047 0.58
C -0.063 -4.315 1.539 -1.15
O 2.178 -3.272 1.330 -0.26
P 1.902 -1.757 0.947 -0.14
O 0.512 -1.301 1.062 -0.30
C 2.506 -1.579 -0.758 -0.48
P 2.613 0.146 -1.308 -0.50
O 1.516 1.040 -0.902 0.08
O 4.050 0.522 -0.764 0.06
C 4.527 1.882 -0.496 0.52
C 4.394 2.767 -1.726 -1.05
C 3.845 2.467 0.728 -0.90
O 2.679 0.121 -2.889 -0.32
C 3.478 -0.647 -3.827 0.44
C 4.931 -0.784 -3.403 -0.97
C 2.828 -1.992 -4.104 -1.27
O 2.887 -0.965 1.874 -0.24
C 4.201 -1.304 2.413 0.62
C 4.036 -2.130 3.672 -1.53
C 5.120 -1.946 1.389 -1.08
H 1.046 -5.817 -0.570 0.56
H 2.464 -4.785 -0.798 0.30
H 0.825 -4.123 -1.024 -0.07
H 1.869 -5.226 1.621 0.32
H -0.566 -3.484 1.046 0.07
H -0.094 -4.140 2.616 0.35
H -0.595 -5.243 1.321 0.48
H 1.780 -2.081 -1.399 0.08
H 3.478 -2.058 -0.873 0.84
H 5.581 1.723 -0.278 0.28
H 3.350 2.818 -2.041 0.08
H 4.991 2.388 -2.556 0.27
H 4.737 3.773 -1.485 0.49
H 2.790 2.651 0.527 0.03
H 4.331 3.407 0.993 0.54
H 3.918 1.783 1.574 0.03
H 3.427 -0.047 -4.733 0.40
H 5.018 -1.349 -2.472 0.17
H 5.397 0.190 -3.256 0.14
H 5.480 -1.318 -4.180 0.51
H 2.939 -2.668 -3.253 0.18
H 3.308 -2.456 -4.965 0.50
H 1.766 -1.865 -4.325 0.30
H 4.610 -0.330 2.680 0.38
H 3.660 -3.125 3.435 0.27
H 3.336 -1.643 4.353 0.34
H 4.999 -2.224 4.175 0.46
H 4.738 -2.920 1.077 0.19
H 6.102 -2.096 1.839 0.59
H 5.239 -1.296 0.519 0.07
N -3.584 0.004 6.555 -0.56
C -3.553 -0.365 5.466 -0.01
C -3.514 -0.804 4.097 0.14
C -4.417 -1.745 3.616 -0.30
C -4.339 -2.111 2.284 -1.30
C -3.374 -1.513 1.485 -0.06
N -2.512 -0.601 1.937 0.66
C -2.576 -0.266 3.220 -0.58
H -5.163 -2.172 4.273 0.52
H -5.021 -2.840 1.865 0.54
H -3.289 -1.777 0.435 0.25
H -1.856 0.467 3.571 0.68
```

Per-record calculated total energy, Eh: -3568.07141, -3149.80496, -3565.08811, -3076.34168